Record 1
The following is a DFT calculation (the ωB97M-V functional and the def2-TZVPD basis) of a cluster of 2 separate species, C4H7N2 in total at a distorted geometry.

XYZ file:
```
13
Properties=species:S:1:pos:R:3:mulliken_charge:R:1
C 2.563 0.528 -1.168 0.272
C 0.474 0.286 -0.586 0.261
C 0.522 0.019 -1.916 -0.368
C -1.368 -0.188 1.557 -0.962
N 1.711 0.716 -0.193 -0.052
N 1.855 0.161 -2.280 -0.065
H -0.329 0.178 0.193 0.037
H -0.160 -0.517 -2.594 0.357
H -1.300 -1.315 1.510 0.338
H -2.428 0.200 1.582 0.310
H -0.862 0.488 2.205 0.350
H 1.811 1.212 0.694 0.271
H 2.147 0.058 -3.256 0.252
```

Computed properties:
Multiplicity: 1
HOMO energy (alpha / beta), eV: -13.126 / -15.018
Electronic energy, a.u.: -265.6754
Frontier orbital gap (alpha / beta), eV: 5.669 / 10.809
Energy above the lowest of the compared OMol25 structures with the same formula, charge and spin, kcal per mole: 146.3
Charge: +1

Record 2
The following is a DFT calculation (the ωB97M-V functional and the def2-TZVPD basis) of a cluster of 2 separate species, FHNO3 in total at a distorted geometry.

XYZ file:
```
6
Properties=species:S:1:pos:R:3:mulliken_charge:R:1
N 0.283 0.480 0.031 0.094
O 0.322 1.718 0.017 -0.480
O 1.424 -0.091 -0.089 -0.105
O 1.296 -1.679 0.039 -0.570
F -2.144 -0.302 -0.017 -0.509
H -1.182 -0.126 0.019 0.570
```

Computed properties:
Multiplicity: 1
HOMO energy, eV: -4.463
Electronic energy, a.u.: -380.8049
Frontier orbital gap, eV: 9.144
Energy above the lowest of the compared OMol25 structures with the same formula, charge and spin, kcal per mole: 9.0
Charge: -1

Record 3
The following is a DFT calculation (the ωB97M-V functional and the def2-TZVPD basis) of a structure of composition C35H53AsCrN2STe at a distorted geometry.

XYZ file:
```
94
Properties=species:S:1:pos:R:3:mulliken_spin:R:1
Cr 0.556 -0.350 1.473 3.441
C -2.742 1.861 -4.395 0.000
C -1.320 2.443 -4.126 0.004
C -1.392 4.005 -4.102 0.002
C -0.429 1.961 -5.211 0.000
C -0.871 1.875 -2.745 0.001
C 0.513 1.769 -2.441 -0.002
C 0.929 1.167 -1.294 0.030
N 0.089 0.627 -0.384 -0.037
C -1.247 0.640 -0.649 0.031
C -1.767 1.323 -1.808 -0.010
C -2.129 0.031 0.295 0.009
C -3.507 -0.053 0.105 -0.010
C -4.399 -0.304 1.145 -0.003
C -3.763 -0.580 2.389 0.001
C -2.375 -0.756 2.428 0.038
N -1.522 -0.405 1.408 -0.079
C -5.937 -0.441 0.963 0.003
C -6.661 0.799 1.483 0.001
C -6.441 -1.747 1.702 0.001
C -6.218 -0.588 -0.518 0.000
H -3.021 2.111 -5.402 0.000
H -3.496 2.316 -3.724 0.000
H -2.660 0.776 -4.229 0.000
H -1.888 4.435 -4.951 0.000
H -0.365 4.429 -3.988 0.000
H -2.001 4.374 -3.220 0.000
H -0.960 1.710 -6.092 0.000
H 0.244 1.122 -4.881 0.001
H 0.229 2.764 -5.609 0.000
H 1.232 2.324 -3.084 0.000
H 2.012 1.020 -1.164 0.002
H -2.864 1.355 -1.806 -0.001
H -3.950 0.053 -0.931 -0.001
H -4.336 -0.679 3.300 0.000
H -1.856 -1.010 3.332 -0.007
H -6.598 0.803 2.569 0.000
H -7.678 0.793 1.112 0.000
H -6.179 1.714 1.119 0.000
H -6.151 -1.718 2.810 0.000
H -6.029 -2.630 1.253 0.000
H -7.498 -1.936 1.686 0.000
H -6.319 0.320 -1.080 0.000
H -7.191 -1.026 -0.762 0.000
H -5.411 -1.201 -0.979 0.000
Te 0.292 -2.995 0.350 -0.202
C 1.611 -2.905 -1.291 0.004
C 1.384 -2.124 -2.423 0.001
C 2.237 -2.223 -3.569 0.008
C 3.320 -3.088 -3.628 -0.010
C 3.457 -3.916 -2.512 0.004
C 2.679 -3.845 -1.330 -0.007
H 0.497 -1.475 -2.455 0.000
H 1.997 -1.584 -4.418 0.000
H 4.067 -3.070 -4.399 -0.001
H 4.298 -4.641 -2.471 0.000
H 2.941 -4.365 -0.447 0.000
C 0.086 -3.106 4.177 -0.002
As 1.454 -1.897 3.398 0.018
C 2.754 -3.129 2.717 -0.003
C 2.460 -1.225 4.952 -0.010
H 0.582 -3.693 4.951 -0.003
H -0.230 -3.838 3.421 0.000
H -0.798 -2.542 4.607 0.001
H 3.272 -3.623 3.550 -0.002
H 3.526 -2.585 2.140 0.008
H 2.318 -3.836 2.073 -0.001
H 3.109 -2.023 5.379 -0.003
H 1.688 -0.946 5.707 0.001
H 3.010 -0.288 4.626 0.000
C 0.640 2.007 4.105 0.014
S 0.270 1.785 2.367 -0.027
C 1.036 3.145 1.556 0.011
H 0.050 2.869 4.406 -0.002
H 1.678 2.091 4.388 0.004
H 0.200 1.113 4.564 -0.002
H 2.072 2.984 1.530 0.005
H 0.880 4.016 2.193 -0.002
H 0.521 3.229 0.627 -0.002
C 5.752 0.779 1.263 0.016
C 4.773 0.647 0.127 0.001
C 5.295 -0.427 -0.917 0.016
C 4.580 1.923 -0.676 0.014
C 3.524 0.304 0.792 0.169
C 2.366 0.000 1.169 -0.419
H 6.705 1.062 0.807 0.002
H 5.857 -0.146 1.906 -0.003
H 5.375 1.524 2.030 -0.005
H 6.093 -0.113 -1.568 0.001
H 4.535 -0.782 -1.713 -0.002
H 5.556 -1.313 -0.307 -0.001
H 5.464 2.290 -1.129 0.001
H 4.222 2.743 -0.070 -0.003
H 3.913 1.734 -1.553 -0.002
```

Computed properties:
Multiplicity: 4
HOMO energy (alpha / beta), eV: -9.359 / -9.392
Electronic energy, a.u.: -5421.1193
Frontier orbital gap (alpha / beta), eV: 6.102 / 5.952
Energy above the lowest of the compared OMol25 structures with the same formula, charge and spin, kcal per mole: 0.0
Expectation value of S²: 3.908
Charge: +1

Record 4
The following is a DFT calculation (the ωB97M-V functional and the def2-TZVPD basis) of a structure of composition C18H27N2O5P2STi at a distorted geometry.

XYZ file:
```
56
Properties=species:S:1:pos:R:3:mulliken_spin:R:1
Ti 0.690 -0.311 -0.265 1.000
P -2.987 -0.596 -1.112 0.000
C -2.297 0.463 -2.463 -0.006
C -0.933 1.166 -2.616 0.004
N 0.211 0.911 -1.916 -0.003
C 1.386 1.495 -2.268 0.008
C 1.451 2.393 -3.321 0.004
C 0.314 2.662 -4.065 0.002
C -0.866 2.035 -3.700 -0.002
C 2.703 1.208 -1.558 0.013
P 2.917 -0.338 -0.559 -0.033
H -1.780 2.200 -4.268 0.000
H 2.412 2.837 -3.550 -0.001
H 0.352 3.339 -4.916 0.000
H 3.483 1.107 -2.327 0.003
H 2.981 2.069 -0.930 -0.002
H -2.361 -0.182 -3.268 0.000
H -3.038 1.262 -2.702 0.000
H -0.780 -3.708 -5.682 0.000
O -0.809 -4.511 -5.229 0.000
H -1.624 -4.476 -4.715 0.000
H -3.515 -1.926 -1.332 0.002
O -1.497 -1.338 -0.761 0.007
H -1.332 -2.274 -0.969 0.002
C 3.857 -1.464 -1.636 0.002
H 4.757 -0.972 -2.030 -0.001
H 4.126 -2.347 -1.038 0.001
H 3.215 -1.794 -2.465 -0.001
C 4.033 0.139 0.792 0.012
H 4.366 -0.792 1.270 -0.002
H 4.886 0.703 0.389 -0.001
H 3.488 0.741 1.544 -0.001
C -2.895 0.300 0.478 0.001
H -3.830 0.759 0.829 0.000
H -2.545 -0.396 1.255 -0.001
H -2.153 1.121 0.427 0.001
C -4.837 -0.173 -1.415 0.000
H -5.393 -0.323 -0.489 0.000
H -4.998 0.852 -1.755 0.000
H -5.228 -0.861 -2.167 0.000
O 2.089 3.281 4.661 0.000
S 2.214 1.868 4.418 0.000
O 3.373 1.171 4.916 0.000
N 1.945 1.488 2.823 0.003
C 0.856 0.783 2.615 -0.003
O 0.543 0.336 1.436 -0.009
C 0.076 0.493 3.833 0.000
C -1.081 -0.289 4.023 0.001
C -1.551 -0.469 5.327 0.000
C -0.879 0.100 6.422 0.000
C 0.285 0.859 6.228 0.000
C 0.738 1.033 4.923 0.000
H -1.569 -0.732 3.152 0.000
H -2.449 -1.061 5.503 0.000
H -1.258 -0.050 7.430 0.000
H 0.839 1.310 7.048 0.000
```

Computed properties:
Multiplicity: 2
HOMO energy (alpha / beta), eV: -14.479 / -14.477
Electronic energy, a.u.: -3117.5821
Frontier orbital gap (alpha / beta), eV: 6.430 / 6.712
Energy above the lowest of the compared OMol25 structures with the same formula, charge and spin, kcal per mole: 56.9
Expectation value of S²: 0.754
Charge: +2

Record 5
The following is a DFT calculation (the ωB97M-V functional and the def2-TZVPD basis) of the ion C4H12N2S with charge +2 at a distorted geometry.

XYZ file:
```
19
Properties=species:S:1:pos:R:3:mulliken_charge:R:1
C -1.212 -0.522 -1.431 -1.857
C -0.978 -0.139 0.005 0.819
N -1.516 -1.135 0.994 -0.095
S -1.780 1.579 0.145 -0.151
C 0.492 -0.111 0.152 -0.411
C 1.132 1.053 0.200 -0.583
N 2.582 1.234 0.220 -0.347
H -2.101 -0.919 -1.660 0.501
H -0.969 0.374 -1.990 0.534
H -0.484 -1.315 -1.792 0.392
H -1.014 -1.975 0.971 0.317
H -1.100 -0.751 1.815 0.378
H -2.502 -1.219 1.054 0.329
H -2.440 1.634 -1.065 0.261
H 1.004 -1.095 0.193 0.339
H 0.626 1.975 0.306 0.307
H 2.948 2.138 0.562 0.408
H 3.168 1.047 -0.661 0.425
H 3.061 0.467 0.787 0.434
```

Computed properties:
Multiplicity: 1
HOMO energy, eV: -17.576
Electronic energy, a.u.: -666.6069
Frontier orbital gap, eV: 9.890
Energy above the lowest of the compared OMol25 structures with the same formula, charge and spin, kcal per mole: 44.3
Charge: +2
SMILES: C[C@]([NH3+])(S)/C=C/[NH3+]

Record 6
The following is a DFT calculation (the ωB97M-V functional and the def2-TZVPD basis) of the ion C2H4NO2S with charge -1 at a distorted geometry.

XYZ file:
```
10
Properties=species:S:1:pos:R:3:mulliken_charge:R:1
H -2.441 -1.047 -0.452 0.208
N -1.407 -1.136 -0.813 -0.699
C -0.658 -0.154 -0.406 0.181
C 0.942 0.047 -0.746 -0.681
S 1.698 1.305 0.276 0.694
O 3.142 1.265 0.009 -0.617
O 1.043 2.613 0.363 -0.607
H -0.938 0.688 0.385 0.173
H 1.537 -0.804 -0.985 0.338
H 1.825 1.069 1.744 0.010
```

Computed properties:
Multiplicity: 1
HOMO energy, eV: -3.645
Electronic energy, a.u.: -681.9683
Frontier orbital gap, eV: 7.614
Energy above the lowest of the compared OMol25 structures with the same formula, charge and spin, kcal per mole: 75.2
Charge: -1
SMILES: [H]/N=C/C=[S@@H](=O)[O-]

Record 7
The following is a DFT calculation (the ωB97M-V functional and the def2-TZVPD basis) of a cluster of 2 separate species, CClF2NO2 in total at a distorted geometry.

XYZ file:
```
7
Properties=species:S:1:pos:R:3:mulliken_charge:R:1
C -0.539 0.096 0.391 0.514
N 0.762 -0.593 -0.061 1.068
O 1.713 -0.324 0.542 -0.509
O 0.618 -1.346 -0.929 -0.505
F -0.073 1.780 -1.301 -0.573
F -0.438 0.860 1.440 -0.056
Cl -2.043 -0.473 -0.081 0.062
```

Computed properties:
Multiplicity: 1
HOMO energy (alpha / beta), eV: -11.084 / -11.093
Electronic energy, a.u.: -903.0016
Frontier orbital gap (alpha / beta), eV: 7.764 / 7.774
Energy above the lowest of the compared OMol25 structures with the same formula, charge and spin, kcal per mole: 100.2
Charge: 0

Record 8
The following is a DFT calculation (the ωB97M-V functional and the def2-TZVPD basis) of a cluster of 2 separate species, C3H12N2 in total at a distorted geometry.

XYZ file:
```
17
Properties=species:S:1:pos:R:3:mulliken_charge:R:1
C -1.771 1.084 1.386 -0.839
N -1.356 0.969 -0.043 -0.235
C -0.815 2.151 -0.694 -0.839
H -0.908 1.115 2.049 0.254
H -2.079 2.125 1.485 0.301
H -2.514 0.332 1.635 0.311
H -2.072 0.503 -0.572 0.230
H -1.368 2.385 -1.633 0.290
H 0.205 1.893 -0.968 0.225
H -0.583 3.000 -0.055 0.306
C 1.777 -2.143 -0.957 -0.409
N 1.878 -2.652 0.423 -0.594
H 2.757 -1.809 -1.326 0.239
H 1.020 -1.334 -0.942 0.081
H 1.202 -2.801 -1.578 0.233
H 1.799 -1.899 1.108 0.217
H 2.828 -2.919 0.680 0.229
```

Computed properties:
Multiplicity: 1
HOMO energy, eV: -8.336
Electronic energy, a.u.: -230.9417
Frontier orbital gap, eV: 9.347
Energy above the lowest of the compared OMol25 structures with the same formula, charge and spin, kcal per mole: 31.2
Charge: 0
SMILES: CNC.CN